1.
A cluster of 2 separate species, C4H12 in total, computed with ωB97M-V/def2-TZVPD.

The calculation puts the energy above the lowest of the compared OMol25 structures with the same formula, charge and spin at 11.1 kcal/mol. As for the net charge: +1. The spin multiplicity is 2. As for the HOMO-LUMO gap (alpha / beta): 10.9 / 3.4 eV. For the HOMO energy (alpha / beta), the calculation gives -0.5345 / -0.5345 Ha. The LUMO energy (alpha / beta) comes out at -3.662 / -11.192 eV.

Structure (XYZ):
```
16
C4H12, DFT ωB97M-V/def2-TZVPD
C -2.145 -0.635 -1.038
C -1.864 -2.012 -0.697
H -2.015 -0.270 -2.083
H -3.283 -0.565 -1.048
H -1.689 0.100 -0.399
H -1.832 -2.653 -1.614
H -1.093 -2.103 0.083
H -2.675 -2.653 -0.216
C 1.952 0.696 1.247
C 2.216 2.019 0.502
H 2.572 -0.142 0.926
H 2.051 0.779 2.320
H 0.911 0.382 1.102
H 3.047 1.924 -0.183
H 1.364 2.312 -0.084
H 2.483 2.822 1.183
```

=====

2.
A cluster of 2 separate species, C4H12 in total, computed with ωB97M-V/def2-TZVPD.

The calculation puts the energy above the lowest of the compared OMol25 structures with the same formula, charge and spin at 11.9 kcal/mol. As for the net charge: +1. The spin multiplicity is 2. As for the HOMO-LUMO gap (alpha / beta): 12.5 / 3.7 eV. For the HOMO energy (alpha / beta), the calculation gives -0.5749 / -0.5448 Ha. The LUMO energy (alpha / beta) comes out at -3.149 / -11.155 eV.

Structure (XYZ):
```
16
C4H12, DFT ωB97M-V/def2-TZVPD
C 0.842 -0.329 1.150
C 0.889 -1.629 1.837
H 1.809 -0.192 0.581
H -0.019 -0.132 0.530
H 1.136 0.463 1.871
H 1.907 -2.072 1.704
H 0.112 -2.327 1.572
H 0.949 -1.528 2.948
C -1.506 0.645 -1.186
C -0.301 1.258 -1.825
H -1.692 0.995 -0.166
H -2.493 1.008 -1.558
H -1.583 -0.429 -1.314
H -0.582 1.529 -2.863
H -0.002 2.189 -1.343
H 0.534 0.553 -1.936
```

=====

Repeat the first record exactly.
A cluster of 2 separate species, C4H12 in total, computed with ωB97M-V/def2-TZVPD.

The calculation puts the energy above the lowest of the compared OMol25 structures with the same formula, charge and spin at 11.1 kcal/mol. As for the net charge: +1. The spin multiplicity is 2. As for the HOMO-LUMO gap (alpha / beta): 10.9 / 3.4 eV. For the HOMO energy (alpha / beta), the calculation gives -0.5345 / -0.5345 Ha. The LUMO energy (alpha / beta) comes out at -3.662 / -11.192 eV.

Structure (XYZ):
```
16
C4H12, DFT ωB97M-V/def2-TZVPD
C -2.145 -0.635 -1.038
C -1.864 -2.012 -0.697
H -2.015 -0.270 -2.083
H -3.283 -0.565 -1.048
H -1.689 0.100 -0.399
H -1.832 -2.653 -1.614
H -1.093 -2.103 0.083
H -2.675 -2.653 -0.216
C 1.952 0.696 1.247
C 2.216 2.019 0.502
H 2.572 -0.142 0.926
H 2.051 0.779 2.320
H 0.911 0.382 1.102
H 3.047 1.924 -0.183
H 1.364 2.312 -0.084
H 2.483 2.822 1.183
```

=====

What is the formula in the first record?
C4H12